DFT (ωB97M-V/def2-TZVPD) results for C30H25F6N7O11S3Zr as an isolated structure.

Element x y z (Å)
C -3.42368 -2.19104 3.25612
O -1.01047 0.81011 -2.21327
O -2.41712 -3.27471 -1.36713
C -0.72595 0.77168 3.10989
N -2.54965 -1.16039 -2.64867
H -0.89539 5.26928 -1.52871
F 0.22766 -3.83107 -2.42550
C -0.61366 -2.49910 5.72579
H -4.44640 -1.45241 1.69270
C 2.52035 1.49283 1.71450
C -4.16828 4.69386 -0.88104
O 2.83371 -2.00631 -0.43943
O -3.64250 1.34838 1.57105
H -1.42202 0.83437 5.12660
N 3.18922 1.39585 -0.44899
F -1.12250 -3.42075 -4.07426
C -2.03286 -2.32633 3.81624
H 6.85973 1.50038 -3.57507
C -2.10207 0.64299 -4.55573
C 3.08521 0.75252 -4.06446
H -4.89536 2.99812 0.21786
Zr 0.06551 0.59395 -0.15646
C 5.80730 1.29210 -3.70963
C 1.70400 1.53361 4.05719
C 0.46407 -2.56252 4.85356
C 1.36946 -3.57192 0.60724
H 2.66995 -5.17425 0.53237
C 1.47090 1.31077 2.71091
O -3.46405 1.14329 -2.37467
H 3.53000 1.77294 1.99761
C 3.94738 0.80376 -5.16216
C 5.28767 1.06776 -4.98456
F -1.82303 1.92017 -4.77769
C -1.78153 4.77045 -1.15824
C 0.66403 1.35738 4.95619
H 5.94032 1.10369 -5.84778
H 0.81801 1.52591 6.01379
S 0.04650 3.07901 -0.13649
C -1.88641 -2.39406 5.19501
N 2.25716 -4.49432 -0.08892
H 3.52716 0.63528 -6.14451
H 1.31221 0.47199 -3.47303
C -0.88933 -2.40165 3.03204
O 1.78933 0.50676 -4.32441
F 0.35931 -1.95155 -3.49075
C -2.77903 2.93554 0.02669
C -1.62805 3.57550 -0.45159
C -0.57283 0.97400 4.47336
N -3.51922 -1.70644 1.99599
H 5.33418 1.42672 -1.62441
O 1.50963 0.50321 -1.72465
H -0.97201 -2.37510 1.94931
O -1.84891 0.75706 0.43089
H -2.77348 -2.36366 5.81421
O -4.38306 -2.53639 3.92004
H -1.69024 0.49900 2.70467
N 0.27131 0.92049 2.23977
C 1.77453 -2.15040 0.30266
F -3.22515 0.31850 -5.18121
F -1.11078 -0.11256 -5.01205
S -1.67636 -2.15868 -1.84192
C 4.96223 1.24942 -2.62378
S -2.31278 0.39774 -2.74214
H -2.77785 -1.15581 1.59134
C -3.03154 5.31926 -1.37889
H -5.14927 5.11835 -1.04639
H -3.11648 6.24228 -1.93837
C 2.72646 0.95931 -1.59289
H 3.13162 -2.93621 -0.62669
C 3.59646 0.97767 -2.77465
H 1.40216 -3.67068 1.69469
H 2.68632 1.84708 4.38319
N 0.34064 -2.52842 3.52875
N 2.21282 1.28376 0.49703
C -0.48468 -2.87505 -3.05208
H 0.32307 -3.66948 0.31128
C -2.79602 1.62785 0.74985
O 1.14104 -1.19120 0.72747
H 1.78476 -4.98545 -0.83550
H 1.47486 -2.65502 5.23625
O -0.77631 -1.51728 -0.88201
C -4.03092 3.51374 -0.17739
H -0.45098 -2.54540 6.79400

Computed properties:
spin multiplicity = 1
charge = 0
LUMO level = -1.1 eV

---

DFT (ωB97M-V/def2-TZVPD) results for C30H26BaN3O3PSSe3Te as an isolated structure.

Element x y z (Å)
C -2.89440 5.48671 0.78957
C 2.95654 -3.10136 -1.63502
H -0.64052 -1.19261 -2.84111
C 1.83047 -2.28832 -1.56416
C 3.36776 -2.35878 -3.87370
Se 5.12338 2.71251 2.08067
C 3.72543 -3.13094 -2.78213
H -0.30242 -4.76164 0.75590
C 1.75066 -4.96108 3.42054
H -0.45943 -5.43007 -2.54473
H -2.68680 -4.73731 -2.44251
H 0.34483 0.18879 -3.33500
Se 6.70571 2.15505 0.50501
H 0.36317 -3.92498 -3.00389
C 1.36130 -3.44407 1.12131
H 3.96536 -2.37488 -4.77451
H 4.60765 -3.75398 -2.82135
N 0.39576 2.80241 0.80047
C 2.46765 -3.13426 1.97637
C -3.46058 -3.35373 -1.00853
O -5.39157 8.34625 3.83985
H -3.92481 -1.90771 0.50379
C 0.25954 -0.61948 -2.61348
C 2.24392 -1.55515 -3.81296
H -1.55618 -1.30728 0.88510
H 3.60345 -2.03996 0.58134
H 3.33843 -3.61913 3.88525
C -0.04602 -4.49372 -2.16920
C 0.52805 -4.52407 1.40970
H -1.86358 4.02699 -1.34445
C -1.81928 -2.06733 0.15706
H -3.87544 4.88920 -1.05634
C -4.93739 6.40239 0.05242
C 0.05905 3.50338 1.87689
H 0.66103 3.32659 2.76205
H 1.87791 -5.53920 4.32651
Ba 2.86177 0.69077 1.02912
H 4.30250 -2.11987 2.24354
O -3.16619 7.54487 4.44924
H 0.10547 -6.16455 2.71582
H -4.49295 -3.61582 -1.20470
C -1.10315 -3.70251 -1.46122
C -2.44242 -3.98748 -1.70064
H 1.96768 -0.95119 -4.66737
P 0.88091 -2.12975 -0.01146
S -4.00121 8.18070 3.44384
C -0.28349 3.00931 -0.31792
H -1.26326 4.96062 2.77971
C 1.47048 -1.49728 -2.66248
C -0.99036 4.40112 1.89917
C 0.74459 -5.31441 2.51942
N -2.97118 6.26266 1.86841
C -4.02335 7.03699 2.01482
Te 5.60425 2.70549 -1.67182
N -5.01490 7.14509 1.14060
C -0.78987 -2.71044 -0.52525
C -3.89396 5.52021 -0.18246
C -1.73588 4.58917 0.73516
H -5.75328 6.50953 -0.65611
H 0.04197 2.43608 -1.17984
H 0.76895 -4.71028 -1.48235
C -1.34935 3.89020 -0.40635
O -3.40253 9.34842 2.80031
C -3.14387 -2.39479 -0.06107
C 3.40252 -2.13795 1.63779
Se 4.04852 0.79229 -1.96267
C 2.57376 -3.89700 3.16797
H 0.14273 -0.19753 -1.61451
H 3.22646 -3.71187 -0.78340

Computed properties:
spin multiplicity = 1
charge = -2
LUMO level = 3.4 eV

---

DFT (ωB97M-V/def2-TZVPD) results for C30H26Br2Cl6KN4O8P as an isolated structure at a distorted geometry.

Element x y z (Å)
N -1.44759 -5.07557 -1.83903
H -0.40159 -4.16867 -5.54287
H -4.47678 -2.51848 -0.33069
H 0.62901 -6.76163 -5.43668
H 4.99493 -0.12008 4.21481
C -1.41662 -6.16109 -2.75102
Cl -2.40675 2.98954 -4.21116
C -0.87961 -5.77500 -4.15845
N -2.18916 -3.14307 -1.17512
C -0.18848 4.87722 3.92832
C 1.80831 5.44412 0.13456
C -2.13698 6.08786 4.06413
H 0.31583 -7.68293 -4.00225
H -2.44749 -6.59504 -2.78142
H -2.73958 6.94108 4.08534
H 5.36389 1.14063 6.18140
C -2.94766 4.89337 3.97989
H 0.34773 -5.05101 -0.70880
H 3.26021 5.95512 1.68263
H 2.21851 6.11163 -0.64183
H -0.91190 -7.01653 -2.26100
H -1.39604 -3.64888 -4.16956
C 0.38269 3.58904 0.70712
C -0.57728 -4.34120 -4.49220
C 1.35812 3.15237 1.63730
K -0.08554 -2.48451 1.91408
C -0.93186 3.73532 3.60958
Cl 0.67398 -6.17105 1.89184
C 3.12287 0.73551 3.68284
Cl -0.27128 3.93465 -6.41544
C 4.24392 0.62720 4.45918
Cl -3.03052 2.20260 3.11967
N -2.48369 -4.19020 -1.95954
H 1.30206 -6.25362 -3.85274
O 1.66437 -6.90601 2.68755
P 0.91092 1.84352 2.73437
C 2.27421 4.15828 2.13050
C -1.15035 1.94681 -4.83322
C -0.76279 6.14878 3.95016
C -0.26391 2.36276 -5.73732
O -0.19591 -5.22969 2.64048
H 1.89055 3.53438 5.21263
H -4.02557 4.97260 4.19090
C 3.69822 2.56507 5.67431
C -4.80601 -1.64692 0.22776
C -0.74631 -0.32426 -5.64818
C 0.61583 4.80569 -0.05473
C 2.51054 2.69084 4.93736
H 0.41131 -4.03799 -4.03230
C 0.79561 1.49076 -6.20577
C -0.52403 -4.48364 -1.05158
Br -4.16040 -1.70807 2.06253
C 2.43903 5.27656 1.34038
Br -6.70801 -1.48379 0.06392
H -4.46696 -0.63546 -0.09090
Cl 2.31852 2.19073 -6.58166
H -1.67707 -6.15475 -4.84787
N -1.02705 -3.32791 -0.57805
H 3.96920 3.28786 6.42213
C 4.52704 1.40996 5.55078
C -2.32462 3.77830 3.58158
C 0.39217 -6.63237 -4.37511
C 0.55903 0.13283 -6.23393
O -1.52500 0.19404 -3.31374
Cl 1.57105 -1.01233 -7.00754
H 0.90872 4.90736 4.00400
H 2.95651 4.03246 3.00857
O -0.44397 2.36038 3.40684
O 1.44684 -5.41124 0.89620
C -1.21709 0.55226 -4.45385
C 2.23839 1.77458 3.91647
O -1.32235 -1.26670 -6.19353
O 0.68128 0.44814 2.24705
H -0.56061 3.02463 0.58879
H -0.16427 5.04866 -0.77647
H -0.19333 7.09059 4.01728
O -0.23448 -7.20831 1.26585
H 3.06503 0.18191 2.69442

Computed properties:
spin multiplicity = 1
charge = -2
LUMO level (alpha / beta) = 3.4 / 3.4 eV

---

Energy above the lowest of the compared OMol25 structures with the same formula, charge and spin values (in kJ/mol) by entry order: 2.4; 0.0; 207.3.